--- A ---
DFT (ωB97M-V with the def2-TZVPD basis set) results for a molecular structure, C3H9N4.

The geometry in ORCA input format:
```
! wB97M-V def2-TZVPD RIJCOSX def2/J DEFGRID3
* xyz 1 1
C -0.32 1.80 -0.06
C -0.83 -0.23 0.59
C 0.43 -0.31 -0.32
N -1.08 1.11 0.71
N 0.62 1.04 -0.71
N -2.07 -0.98 -0.54
N 1.69 -0.81 0.45
H -0.24 2.88 -0.30
H -1.07 -0.94 1.51
H 0.47 -1.09 -1.19
H 1.53 1.34 -0.97
H -2.89 -0.97 0.08
H -2.33 -0.25 -1.20
H 1.71 -0.41 1.40
H 2.60 -0.40 0.20
H 1.77 -1.78 0.34
*
```

Output
Lowest unoccupied orbital energy in eV: -3.997
E_HOMO in eV: -13.081
Orbital gap in hartree: 0.33382


--- B ---
DFT (ωB97M-V with the def2-TZVPD basis set) results for a gas-phase ion, C3H9N4 (charge +1).

The geometry in ORCA input format:
```
! wB97M-V def2-TZVPD RIJCOSX def2/J DEFGRID3
* xyz 1 1
C 0.40 -1.39 0.33
C 0.19 -1.13 -1.00
C -0.79 1.17 -0.60
N -0.11 -0.71 1.33
N 0.03 2.24 -0.65
N 0.44 -0.73 2.54
N -0.50 0.09 -1.51
H 1.05 -2.24 0.52
H 0.32 -1.89 -1.74
H -1.15 0.85 0.38
H -0.16 3.01 -0.03
H 0.65 2.42 -1.42
H 1.25 -1.30 2.73
H -0.22 -0.57 3.29
H 0.02 0.45 -2.32
H -1.41 -0.26 -1.86
*
```

Output
Lowest unoccupied orbital energy (alpha / beta) in eV: -3.217 / -4.584
E_HOMO (alpha / beta) in eV: -11.940 / -11.239
Orbital gap (alpha / beta) in hartree: 0.32055 / 0.24455


--- C ---
DFT (ωB97M-V with the def2-TZVPD basis set) results for 2 unconnected molecules or ions with the total composition C3H9N4.

The geometry in ORCA input format:
```
! wB97M-V def2-TZVPD RIJCOSX def2/J DEFGRID3
* xyz 1 1
C 1.45 -0.68 -0.49
C 1.72 -0.51 0.92
C -2.04 1.41 -0.29
N -1.97 -0.87 0.10
N -1.86 -1.95 0.47
N 0.32 -0.64 -1.03
N -2.42 0.17 0.16
H 2.35 -0.62 -1.17
H 0.80 -0.43 1.54
H 2.37 0.32 1.12
H 2.28 -1.34 1.24
H -1.05 1.31 -0.74
H -1.86 2.06 0.61
H -2.82 1.93 -0.86
H -1.55 -2.89 0.35
H 0.21 -0.73 -2.10
*
```

Output
Lowest unoccupied orbital energy in eV: -5.090
E_HOMO in eV: -14.022
Orbital gap in hartree: 0.32826


Most stable = A


--- A ---
DFT (ωB97M-V with the def2-TZVPD basis set) results for a molecular structure, C5H10NO2.

The geometry in ORCA input format:
```
! wB97M-V def2-TZVPD RIJCOSX def2/J DEFGRID3
* xyz -1 1
C -0.82 -1.12 0.02
C -0.11 0.22 0.05
C 0.80 0.44 1.07
C 1.38 -0.70 1.87
O 1.74 -1.77 1.15
N -0.70 1.24 -0.60
C -1.03 0.96 -2.12
O -2.19 0.40 -2.32
H -0.04 -1.88 -0.02
H -1.39 -1.21 0.94
H -1.38 -1.22 -0.90
H 1.20 -0.01 -0.17
H 0.85 1.43 1.52
H 2.27 -0.27 2.39
H 0.61 -0.92 2.66
H -0.11 2.07 -0.53
H -0.16 0.34 -2.45
H -0.92 1.99 -2.57
*
```

Output
Lowest unoccupied orbital energy in eV: 3.695
E_HOMO in eV: -3.550
Orbital gap in hartree: 0.26627


--- B ---
DFT (ωB97M-V with the def2-TZVPD basis set) results for a molecular structure, C5H10NO2.

The geometry in ORCA input format:
```
! wB97M-V def2-TZVPD RIJCOSX def2/J DEFGRID3
* xyz -1 1
C 2.01 1.03 1.18
O 1.65 2.33 1.01
C 1.10 0.14 0.29
C -0.34 0.05 0.82
C -1.29 -1.01 0.16
C -1.67 -0.60 -1.31
N -0.63 -0.60 -2.12
O -2.87 -0.45 -1.52
H 1.86 0.76 2.26
H 3.06 0.77 0.93
H 1.55 -0.87 0.34
H 1.23 0.58 -0.69
H -0.27 0.01 1.91
H -0.81 0.94 0.39
H -2.09 -0.99 0.90
H -0.87 -2.01 -0.02
H -0.66 0.33 -1.48
H -0.95 -0.41 -3.07
*
```

Output
Lowest unoccupied orbital energy in eV: 3.482
E_HOMO in eV: -2.314
Orbital gap in hartree: 0.21303


--- C ---
DFT (ωB97M-V with the def2-TZVPD basis set) results for a gas-phase ion, C5H10NO2 (charge -1).

The geometry in ORCA input format:
```
! wB97M-V def2-TZVPD RIJCOSX def2/J DEFGRID3
* xyz -1 1
C -0.50 0.35 2.63
C -1.24 0.21 1.23
C -2.60 -0.37 1.33
C -0.26 -0.49 0.20
N 0.60 0.47 -0.45
C 1.37 0.02 -1.63
O 1.75 -1.16 -1.67
O 1.63 1.00 -2.43
H -0.48 -0.50 3.26
H -1.04 1.08 3.23
H 0.46 0.59 2.41
H -1.43 1.26 0.87
H -3.26 0.18 2.00
H -2.57 -1.42 1.75
H -2.99 -0.48 0.30
H -0.95 -0.96 -0.52
H 0.21 -1.39 0.74
H 0.16 1.42 -0.66
*
```

Output
Lowest unoccupied orbital energy in eV: 3.494
E_HOMO in eV: -3.962
Orbital gap in hartree: 0.27400


Most stable = C


--- A ---
DFT (ωB97M-V with the def2-TZVPD basis set) results for a gas-phase ion, C5H10NO2 (charge -1).

The geometry in ORCA input format:
```
! wB97M-V def2-TZVPD RIJCOSX def2/J DEFGRID3
* xyz -1 1
N 0.39 -1.73 -1.48
C -0.40 -0.86 -0.58
C -0.64 0.46 -1.30
C -1.07 1.59 -0.35
C -0.27 1.62 0.93
O -0.24 0.37 1.55
C 0.42 -0.70 0.75
O 1.70 -0.58 0.56
H 0.12 -2.70 -1.37
H 1.35 -1.66 -1.09
H -1.34 -1.38 -0.34
H -1.40 0.41 -2.09
H 0.33 0.74 -1.71
H -2.09 1.36 -0.05
H -1.02 2.51 -0.93
H -0.77 2.29 1.63
H 0.76 2.00 0.81
H 0.07 -1.59 1.35
*
```

Output
Lowest unoccupied orbital energy in eV: 4.217
E_HOMO in eV: -2.962
Orbital gap in hartree: 0.26384


--- B ---
DFT (ωB97M-V with the def2-TZVPD basis set) results for a molecular structure, C5H10NO2.

The geometry in ORCA input format:
```
! wB97M-V def2-TZVPD RIJCOSX def2/J DEFGRID3
* xyz -1 1
C 0.89 -1.89 -2.00
O -0.36 -2.16 -2.44
C 0.91 -1.59 -0.49
C 0.39 -0.16 -0.25
C 0.03 0.14 1.23
C -0.63 1.49 1.42
N 0.04 2.48 0.51
O -1.46 1.76 2.27
H 1.61 -2.71 -2.29
H 1.28 -0.90 -2.41
H 0.17 -2.18 0.05
H 1.94 -1.69 -0.08
H -0.43 -0.06 -0.98
H 1.19 0.51 -0.50
H -0.63 -0.65 1.60
H 0.91 0.16 1.89
H -0.92 1.90 0.25
H -0.04 3.37 1.00
*
```

Output
Lowest unoccupied orbital energy in eV: 3.148
E_HOMO in eV: -2.287
Orbital gap in hartree: 0.19974


Most stable = A


--- A ---
DFT (ωB97M-V with the def2-TZVPD basis set) results for 2 unconnected molecules or ions with the total composition C8H14N5.

The geometry in ORCA input format:
```
! wB97M-V def2-TZVPD RIJCOSX def2/J DEFGRID3
* xyz 1 1
C 0.25 0.26 2.31
C -0.97 -0.28 2.05
C 0.94 0.56 1.15
C -0.21 -1.80 -2.72
C -2.02 -0.79 2.99
C 2.28 1.24 0.92
C -0.07 1.48 -1.96
C 0.25 0.12 -1.30
N -1.03 -0.45 0.69
N -1.46 -3.79 -3.31
N -1.03 -2.62 -3.37
N 0.14 0.07 0.12
N -0.49 -0.98 -1.79
H 0.68 0.37 3.32
H 0.95 -1.79 -3.06
H -1.94 -1.88 3.12
H -2.12 -0.16 3.97
H -3.06 -0.90 2.60
H 2.73 1.30 1.81
H 2.86 0.61 0.16
H 2.22 2.23 0.59
H -1.13 1.63 -1.98
H 0.21 2.43 -1.35
H 0.26 1.57 -3.05
H 1.81 -0.18 -1.77
H -2.21 -3.96 -3.98
H -1.79 -0.81 0.12
*
```

Output
Lowest unoccupied orbital energy in eV: -3.633
E_HOMO in eV: -12.479
Orbital gap in hartree: 0.32509


--- B ---
DFT (ωB97M-V with the def2-TZVPD basis set) results for a gas-phase ion, C8H14N5 (charge +1).

The geometry in ORCA input format:
```
! wB97M-V def2-TZVPD RIJCOSX def2/J DEFGRID3
* xyz 1 1
C -2.91 0.66 -0.12
C -3.30 -0.62 0.19
C -1.47 0.62 -0.03
C -1.09 -0.71 0.21
C 0.40 2.12 0.16
C 1.37 -0.11 -0.31
C 1.47 -2.60 0.50
C 2.18 -1.29 0.16
N -2.20 -1.43 0.23
N -0.83 1.85 -0.11
N 1.30 1.09 0.39
N 0.93 3.38 0.48
N 0.94 -0.12 -1.60
H -3.48 1.49 -0.02
H -4.24 -1.07 0.17
H 2.18 -3.42 0.45
H 0.62 -2.95 -0.13
H 1.20 -2.66 1.57
H 2.70 -1.56 -0.75
H 2.84 -0.90 0.83
H -2.27 -2.45 0.26
H -1.46 2.60 -0.41
H 1.89 1.10 1.24
H 0.24 4.05 0.16
H 1.87 3.55 0.38
H 0.24 0.44 -1.88
H 0.88 -1.05 -2.02
*
```

Output
Lowest unoccupied orbital energy (alpha / beta) in eV: -3.723 / -3.724
E_HOMO (alpha / beta) in eV: -10.703 / -10.703
Orbital gap (alpha / beta) in hartree: 0.25651 / 0.25648


Most stable = B


--- A ---
DFT (ωB97M-V with the def2-TZVPD basis set) results for a molecular structure, C2H2FNO2.

The geometry in ORCA input format:
```
! wB97M-V def2-TZVPD RIJCOSX def2/J DEFGRID3
* xyz 0 1
C -0.51 1.02 0.06
C 0.36 -0.02 -0.60
N 0.39 -1.25 0.91
O -0.03 1.97 0.60
O -0.41 -2.08 1.02
F 1.66 0.16 -0.63
H -1.69 0.84 0.17
H 0.23 -0.64 -1.52
*
```

Output
Lowest unoccupied orbital energy (alpha / beta) in eV: -0.725 / -0.723
E_HOMO (alpha / beta) in eV: -8.896 / -8.896
Orbital gap (alpha / beta) in hartree: 0.30030 / 0.30036


--- B ---
DFT (ωB97M-V with the def2-TZVPD basis set) results for 2 unconnected molecules or ions with the total composition C2H2FNO2.

The geometry in ORCA input format:
```
! wB97M-V def2-TZVPD RIJCOSX def2/J DEFGRID3
* xyz 0 1
C 0.01 1.20 -0.05
C -0.18 -0.10 -0.64
N 0.40 2.20 0.40
O 1.07 -0.72 -0.73
O -1.32 -0.98 0.64
F -0.62 -1.09 1.90
H -0.92 -0.16 -1.53
H 1.57 -0.35 0.02
*
```

Output
Lowest unoccupied orbital energy in eV: -0.939
E_HOMO in eV: -11.175
Orbital gap in hartree: 0.37617


Most stable = A


--- A ---
DFT (ωB97M-V with the def2-TZVPD basis set) results for a single C2H4N2S molecule.

The geometry in ORCA input format:
```
! wB97M-V def2-TZVPD RIJCOSX def2/J DEFGRID3
* xyz 0 1
N -2.40 -0.52 -0.34
C -1.32 -0.34 -0.01
C 0.00 0.16 0.42
N 1.15 -0.72 0.02
S 0.16 1.85 -0.12
H 0.04 0.26 1.48
H 1.42 -0.99 -0.97
H 1.64 -1.29 0.67
H -0.70 1.59 -1.14
*
```

Output
Lowest unoccupied orbital energy in eV: 0.606
E_HOMO in eV: -9.537
Orbital gap in hartree: 0.37273


--- B ---
DFT (ωB97M-V with the def2-TZVPD basis set) results for a molecular structure, C2H4N2S.

The geometry in ORCA input format:
```
! wB97M-V def2-TZVPD RIJCOSX def2/J DEFGRID3
* xyz 0 1
C 0.52 0.57 -0.28
C -0.44 -0.54 -0.61
N 0.26 0.54 1.16
N -0.79 -0.95 0.75
S -2.09 -0.30 -0.04
H 1.54 0.31 -0.58
H 0.27 1.56 -0.69
H -0.29 -1.27 -1.39
H 1.02 0.09 1.68
*
```

Output
Lowest unoccupied orbital energy (alpha / beta) in eV: 0.439 / 0.440
E_HOMO (alpha / beta) in eV: -8.834 / -8.834
Orbital gap (alpha / beta) in hartree: 0.34076 / 0.34078


Most stable = A